{
  "formula": "C31H31Cl3N6",
  "method": "ωB97M-V with the def2-TZVPD basis set",
  "symbols": ["N", "C", "C", "C", "C", "C", "H", "H", "H", "H", "H", "N", "C", "C", "C", "C", "C", "H", "H", "H", "H", "H", "N", "C", "C", "C", "C", "C", "H", "H", "H", "H", "H", "N", "C", "C", "C", "C", "C", "H", "H", "H", "H", "H", "N", "C", "C", "C", "C", "C", "H", "H", "H", "H", "H", "N", "C", "C", "C", "C", "C", "H", "H", "H", "H", "H", "C", "Cl", "Cl", "Cl", "H"],
  "positions_angstrom": [[-5.28, 5.75, -7.50], [-6.38, 6.21, -6.84], [-7.14, 5.43, -6.00], [-6.75, 4.08, -5.78], [-5.64, 3.60, -6.48], [-4.87, 4.51, -7.25], [-6.58, 7.27, -6.94], [-7.98, 5.86, -5.48], [-7.24, 3.36, -5.14], [-5.42, 2.54, -6.49], [-4.02, 4.19, -7.84], [7.06, -6.30, 1.45], [6.48, -5.05, 1.27], [6.02, -4.27, 2.35], [6.01, -4.83, 3.61], [6.51, -6.16, 3.76], [7.04, -6.78, 2.66], [6.46, -4.84, 0.21], [5.48, -3.37, 2.08], [5.63, -4.21, 4.40], [6.71, -6.51, 4.76], [7.47, -7.77, 2.75], [-6.92, -3.42, 5.77], [-6.71, -2.25, 6.46], [-6.13, -1.19, 5.79], [-5.58, -1.32, 4.55], [-5.75, -2.57, 3.88], [-6.35, -3.61, 4.59], [-7.13, -2.20, 7.46], [-6.01, -0.24, 6.29], [-5.12, -0.47, 4.07], [-5.45, -2.54, 2.84], [-6.46, -4.64, 4.27], [5.08, 2.93, 4.82], [3.96, 3.07, 4.08], [2.70, 2.54, 4.44], [2.66, 1.75, 5.60], [3.82, 1.58, 6.38], [4.99, 2.20, 5.92], [3.97, 3.72, 3.21], [1.75, 2.63, 3.94], [1.71, 1.32, 5.90], [3.84, 1.11, 7.35], [5.86, 2.22, 6.56], [1.53, -8.84, -4.45], [1.57, -8.71, -3.07], [0.65, -7.99, -2.28], [-0.42, -7.39, -2.99], [-0.57, -7.61, -4.43], [0.43, -8.31, -5.02], [2.45, -9.13, -2.59], [0.95, -7.81, -1.26], [-1.07, -6.69, -2.48], [-1.38, -7.13, -4.95], [0.36, -8.39, -6.10], [1.94, 6.86, -1.83], [3.13, 7.53, -1.93], [3.18, 8.92, -1.86], [1.97, 9.58, -1.61], [0.76, 8.94, -1.68], [0.75, 7.54, -1.79], [4.02, 6.93, -2.00], [4.07, 9.54, -1.90], [1.96, 10.65, -1.45], [-0.13, 9.53, -1.52], [-0.16, 6.98, -1.68], [-0.41, 0.42, -2.56], [0.34, -0.96, -1.75], [-2.13, 0.69, -2.06], [-0.23, 0.24, -4.34], [0.13, 1.29, -2.19]],
  "mulliken_charge": [-0.5350, -0.1753, -0.3465, -0.2372, -0.3141, -0.1800, 0.3679, 0.3432, 0.3666, 0.3454, 0.3657, -0.5774, -0.1300, -0.4633, -0.1393, -0.4765, -0.0495, 0.4061, 0.3483, 0.3727, 0.3357, 0.3730, -0.5078, -0.2220, -0.2746, -0.2229, -0.3247, -0.2319, 0.3687, 0.3170, 0.3654, 0.3413, 0.3914, -0.5430, -0.2262, -0.3118, -0.1764, -0.4326, -0.0753, 0.3569, 0.3413, 0.3559, 0.3556, 0.3558, -0.5525, -0.0968, -0.4113, -0.1868, -0.3792, -0.1259, 0.3579, 0.3496, 0.3521, 0.3536, 0.3399, -0.5308, -0.2035, -0.3384, -0.1504, -0.3305, -0.1767, 0.3631, 0.3480, 0.3326, 0.3366, 0.3503, 0.0670, -0.1110, -0.1257, -0.1156, 0.2835],
  "de_lowest_ev": 1.704,
  "smiles": "ClC(Cl)Cl.c1ccncc1.c1ccncc1.c1ccncc1.c1ccncc1.c1ccncc1.c1ccncc1",
  "gap_ev": 9.82,
  "e_homo_ev": -9.61,
  "mol_weight_g_mol": 593.99,
  "multiplicity": 1
}